{"formula": "C49H84N2O27S2Si", "method": "wB97M-V/def2-TZVPD", "species": ["C", "C", "C", "C", "C", "C", "C", "C", "C", "C", "Si", "N", "C", "C", "C", "C", "N", "C", "C", "C", "C", "C", "S", "S", "C", "C", "C", "H", "H", "H", "H", "H", "H", "H", "H", "H", "H", "H", "H", "H", "H", "H", "H", "H", "H", "H", "H", "H", "H", "H", "H", "H", "H", "H", "H", "H", "H", "H", "H", "H", "H", "H", "H", "H", "H", "H", "H", "H", "H", "H", "H", "H", "H", "H", "H", "C", "C", "O", "C", "O", "O", "H", "H", "H", "H", "C", "C", "O", "C", "O", "O", "H", "H", "H", "H", "C", "C", "O", "C", "O", "O", "H", "H", "H", "H", "C", "C", "O", "C", "O", "O", "H", "H", "H", "H", "C", "C", "O", "C", "O", "O", "H", "H", "H", "H", "C", "C", "O", "C", "O", "O", "H", "H", "H", "H", "C", "C", "O", "C", "O", "O", "H", "H", "H", "H", "C", "C", "O", "C", "O", "O", "H", "H", "H", "H", "C", "C", "O", "C", "O", "O", "H", "H", "H", "H"], "xyz": [[-3.902, 2.514, 6.053], [-4.311, 4.034, 6.022], [-3.680, 4.861, 4.848], [-4.043, 4.343, 3.412], [-2.948, 4.840, 2.383], [-2.523, 3.737, 1.347], [-1.724, 2.560, 2.056], [-2.148, 1.171, 1.453], [-1.634, -0.038, 2.320], [-0.682, -1.038, 1.555], [0.945, -0.197, 0.930], [1.153, -0.328, -0.844], [2.377, -0.950, 1.933], [3.430, 0.095, 2.502], [2.770, 1.404, 3.061], [3.644, 2.178, 4.121], [2.960, 2.081, 5.418], [3.004, 3.314, 6.223], [1.960, 4.380, 5.725], [0.772, 3.818, 4.879], [-0.098, 2.723, 5.602], [3.262, 0.904, 6.149], [4.632, -0.017, 6.066], [1.965, 0.368, 7.366], [0.790, -0.728, 6.461], [1.274, -2.236, 6.438], [0.118, -3.066, 5.724], [-2.960, 2.444, 6.655], [-3.634, 2.122, 5.039], [-4.658, 1.856, 6.538], [-3.972, 4.498, 6.979], [-5.429, 4.069, 6.023], [-2.570, 4.884, 5.002], [-4.019, 5.918, 4.982], [-4.172, 3.238, 3.358], [-5.014, 4.804, 3.116], [-3.358, 5.710, 1.817], [-2.023, 5.194, 2.893], [-3.398, 3.332, 0.782], [-1.822, 4.200, 0.613], [-1.969, 2.638, 3.143], [-0.636, 2.752, 1.892], [-3.269, 1.171, 1.501], [-1.852, 1.074, 0.385], [-2.540, -0.628, 2.615], [-1.201, 0.337, 3.282], [-0.449, -1.867, 2.273], [-1.260, -1.513, 0.722], [0.740, 1.245, 1.212], [1.470, 0.604, -1.135], [0.203, -0.372, -1.230], [2.938, -1.649, 1.269], [1.970, -1.486, 2.830], [4.078, -0.399, 3.261], [4.068, 0.409, 1.634], [2.632, 2.087, 2.186], [1.779, 1.219, 3.551], [4.723, 1.906, 4.121], [3.605, 3.260, 3.831], [4.044, 3.714, 6.307], [2.710, 3.034, 7.268], [2.520, 5.079, 5.045], [1.553, 5.025, 6.536], [1.057, 3.419, 3.883], [0.087, 4.683, 4.676], [0.148, 1.745, 5.110], [-1.190, 2.861, 5.460], [0.179, 2.571, 6.674], [-0.156, -0.715, 7.059], [0.614, -0.364, 5.425], [2.201, -2.295, 5.823], [1.511, -2.609, 7.456], [-0.409, -3.694, 6.472], [0.597, -3.664, 4.917], [-0.630, -2.359, 5.294], [-0.583, -7.108, 2.686], [0.560, -6.161, 2.904], [-0.077, -4.881, 2.897], [-1.379, -5.079, 3.235], [-2.146, -4.205, 3.481], [-1.686, -6.400, 3.255], [-0.434, -8.064, 3.182], [-0.786, -7.286, 1.625], [1.046, -6.307, 3.869], [1.311, -6.224, 2.117], [1.393, -0.770, -4.371], [-0.083, -0.968, -4.519], [-0.538, 0.339, -4.889], [0.511, 0.991, -5.446], [0.430, 2.041, -6.010], [1.664, 0.301, -5.283], [1.959, -1.658, -4.633], [1.675, -0.454, -3.363], [-0.336, -1.671, -5.316], [-0.554, -1.298, -3.595], [-0.114, 6.826, -1.431], [-1.403, 7.441, -1.896], [-2.191, 7.447, -0.710], [-1.342, 7.432, 0.348], [-1.687, 7.591, 1.475], [-0.065, 7.201, -0.049], [0.752, 7.210, -1.968], [-0.122, 5.741, -1.504], [-1.278, 8.469, -2.246], [-1.884, 6.858, -2.680], [-1.700, 1.257, -8.603], [-0.368, 1.674, -9.157], [0.031, 0.530, -9.913], [-1.093, -0.149, -10.245], [-1.127, -1.057, -11.013], [-2.175, 0.339, -9.590], [-2.387, 2.093, -8.487], [-1.612, 0.735, -7.647], [-0.443, 2.533, -9.829], [0.356, 1.897, -8.376], [-4.711, -0.731, -1.270], [-3.383, -0.320, -1.840], [-2.992, -1.465, -2.588], [-4.122, -2.149, -2.907], [-4.161, -3.061, -3.667], [-5.198, -1.653, -2.245], [-5.394, 0.108, -1.151], [-4.615, -1.249, -0.311], [-3.464, 0.536, -2.515], [-2.649, -0.095, -1.069], [4.936, -7.983, 5.319], [5.306, -8.055, 3.863], [4.132, -8.608, 3.269], [3.092, -8.330, 4.091], [1.948, -8.504, 3.810], [3.519, -7.826, 5.274], [5.404, -7.143, 5.830], [5.173, -8.903, 5.858], [5.492, -7.070, 3.429], [6.171, -8.691, 3.681], [3.882, 2.894, -3.881], [2.990, 1.696, -3.711], [1.982, 2.180, -2.822], [1.943, 3.531, -2.951], [1.100, 4.225, -2.477], [2.982, 3.985, -3.690], [4.342, 2.938, -4.867], [4.666, 2.945, -3.121], [2.517, 1.387, -4.647], [3.511, 0.842, -3.280], [0.341, -4.047, -0.581], [0.673, -5.463, -0.954], [0.813, -5.389, -2.372], [1.121, -4.104, -2.681], [1.470, -3.734, -3.759], [0.982, -3.291, -1.603], [0.724, -3.772, 0.402], [-0.733, -3.845, -0.613], [1.619, -5.799, -0.521], [-0.115, -6.161, -0.675], [-1.708, -2.238, -14.036], [-1.377, -3.640, -14.462], [-1.234, -3.514, -15.876], [-0.925, -2.218, -16.140], [-0.579, -1.814, -17.203], [-1.064, -1.445, -15.034], [-1.329, -2.001, -13.044], [-2.782, -2.035, -14.064], [-0.432, -3.994, -14.041], [-2.163, -4.351, -14.212]], "fmax_ev_per_a": 3.0, "homo_lumo_gap_ha": 0.289, "total_energy_ha": -5144.37746, "homo_energy_ev": -8.3, "smiles": "CCCCCCCCCC[Si@H](N)CCCCN(CCCC)C(=S)SCCC.O=C1OCCO1.O=C1OCCO1.O=C1OCCO1.O=C1OCCO1.O=C1OCCO1.O=C1OCCO1.O=C1OCCO1.O=C1OCCO1.O=C1OCCO1"}

{"formula": "C49H86Cl6N7O3", "method": "wB97M-V/def2-TZVPD", "species": ["C", "N", "C", "C", "C", "C", "C", "C", "C", "C", "N", "C", "C", "C", "H", "H", "H", "H", "H", "H", "H", "H", "H", "H", "H", "H", "H", "H", "C", "N", "C", "C", "C", "C", "C", "C", "C", "C", "N", "C", "C", "C", "H", "H", "H", "H", "H", "H", "H", "H", "H", "H", "H", "H", "H", "H", "C", "C", "N", "C", "C", "C", "C", "C", "O", "C", "H", "H", "H", "H", "H", "H", "H", "H", "H", "H", "H", "H", "H", "H", "H", "H", "H", "H", "H", "H", "C", "C", "N", "C", "C", "C", "C", "C", "O", "C", "H", "H", "H", "H", "H", "H", "H", "H", "H", "H", "H", "H", "H", "H", "H", "H", "H", "H", "H", "H", "C", "C", "C", "C", "C", "C", "N", "O", "C", "C", "C", "H", "H", "H", "H", "H", "H", "H", "H", "H", "H", "H", "H", "H", "H", "H", "H", "H", "H", "Cl", "Cl", "Cl", "Cl", "Cl", "Cl"], "xyz": [[-4.200, -5.458, -6.003], [-3.045, -5.750, -6.838], [-1.911, -4.944, -6.725], [-0.762, -5.271, -7.430], [-0.841, -6.255, -8.411], [-2.074, -6.869, -8.681], [-3.172, -6.665, -7.809], [0.414, -6.578, -9.171], [1.173, -5.528, -9.749], [2.294, -5.737, -10.427], [2.683, -6.959, -10.721], [2.038, -8.029, -10.170], [0.853, -7.884, -9.458], [3.872, -7.241, -11.576], [-3.879, -5.471, -4.961], [-5.027, -6.149, -6.170], [-4.557, -4.463, -6.268], [-1.895, -4.119, -6.028], [0.175, -4.781, -7.210], [-2.163, -7.525, -9.535], [-4.136, -7.073, -8.072], [1.026, -4.463, -9.648], [2.939, -4.931, -10.745], [2.529, -8.946, -10.460], [0.294, -8.698, -9.020], [4.802, -6.997, -11.063], [3.712, -6.711, -12.515], [3.994, -8.305, -11.779], [0.627, -3.090, -3.288], [0.179, -1.877, -2.525], [1.077, -1.196, -1.702], [0.662, -0.148, -0.895], [-0.721, 0.096, -0.733], [-1.613, -0.730, -1.456], [-1.112, -1.713, -2.356], [-1.069, 1.243, 0.166], [-2.193, 1.268, 1.063], [-2.442, 2.447, 1.744], [-1.584, 3.496, 1.695], [-0.477, 3.464, 0.935], [-0.294, 2.405, 0.031], [-1.855, 4.795, 2.253], [1.680, -2.935, -3.522], [0.056, -3.014, -4.213], [0.418, -3.892, -2.580], [2.100, -1.541, -1.729], [1.394, 0.437, -0.358], [-2.687, -0.696, -1.346], [-1.715, -2.286, -3.045], [-2.894, 0.459, 1.204], [-3.455, 2.557, 2.102], [0.209, 4.284, 1.090], [0.574, 2.408, -0.610], [-2.609, 4.557, 3.003], [-2.269, 5.337, 1.402], [-0.970, 5.232, 2.715], [-8.432, 3.703, 9.327], [-7.811, 3.912, 7.903], [-6.602, 3.066, 7.491], [-7.148, 1.602, 7.515], [-6.159, 3.384, 6.036], [-4.789, 2.863, 5.608], [-5.429, 3.065, 8.604], [-4.848, 4.490, 8.766], [-5.698, 5.217, 9.643], [-5.307, 6.623, 9.786], [-7.748, 3.921, 10.147], [-8.864, 2.724, 9.534], [-9.162, 4.511, 9.376], [-7.396, 4.919, 7.895], [-8.578, 3.752, 7.144], [-8.015, 1.496, 6.864], [-7.447, 1.342, 8.531], [-6.336, 0.951, 7.191], [-6.053, 4.469, 6.057], [-7.015, 3.174, 5.395], [-4.784, 1.773, 5.616], [-3.984, 3.200, 6.262], [-4.371, 3.068, 4.623], [-4.692, 2.338, 8.262], [-5.811, 2.599, 9.512], [-4.672, 4.955, 7.796], [-3.861, 4.462, 9.227], [-6.060, 7.068, 10.438], [-5.377, 7.106, 8.811], [-4.273, 6.870, 10.025], [5.172, -0.113, -4.123], [4.982, -1.597, -4.634], [6.350, -2.300, -4.906], [6.831, -2.767, -3.510], [6.067, -3.677, -5.687], [7.261, -4.613, -5.698], [7.442, -1.409, -5.579], [6.925, -0.714, -6.964], [6.305, -1.543, -7.849], [7.269, -2.325, -8.559], [4.199, 0.378, -4.115], [5.888, 0.553, -4.605], [5.472, -0.130, -3.076], [4.614, -1.530, -5.658], [4.294, -2.223, -4.065], [6.799, -1.880, -2.878], [7.852, -3.147, -3.511], [6.062, -3.389, -3.049], [5.754, -3.417, -6.698], [5.180, -4.058, -5.180], [7.603, -4.794, -4.679], [8.149, -4.191, -6.168], [7.025, -5.547, -6.209], [8.330, -1.978, -5.855], [7.685, -0.636, -4.850], [7.769, -0.172, -7.391], [6.078, -0.068, -6.735], [7.710, -1.779, -9.393], [6.723, -3.157, -9.006], [7.996, -2.799, -7.900], [-1.227, 4.644, 7.537], [0.126, 4.195, 7.024], [1.052, 4.020, 8.211], [2.330, 3.160, 7.969], [1.905, 1.769, 7.325], [1.233, 2.041, 5.926], [0.038, 2.960, 6.164], [-0.885, 3.007, 5.126], [0.719, 0.741, 5.419], [2.170, 2.629, 4.889], [0.703, 5.395, 6.148], [-1.917, 5.021, 6.783], [-1.174, 5.510, 8.196], [-1.770, 3.852, 8.052], [0.407, 3.556, 8.956], [1.361, 4.963, 8.663], [2.724, 2.897, 8.951], [2.960, 3.779, 7.331], [1.208, 1.334, 8.042], [2.760, 1.108, 7.185], [1.591, 0.092, 5.335], [0.142, 0.800, 4.496], [0.097, 0.227, 6.152], [1.834, 2.743, 3.858], [2.978, 1.907, 4.764], [2.559, 3.618, 5.131], [0.823, 6.305, 6.737], [0.092, 5.653, 5.283], [1.689, 5.258, 5.706], [2.802, 2.441, -2.193], [2.182, 5.512, 2.747], [-4.945, -1.580, 0.178], [-5.265, 3.788, 0.410], [-1.073, 7.078, -0.634], [-3.446, -1.586, -5.127]], "fmax_ev_per_a": 6.7, "homo_lumo_gap_ha": 0.035, "total_energy_ha": -5287.90990, "homo_energy_ev": -6.5, "charge": 1}

{"formula": "C49H87F6N2O24Y", "method": "wB97M-V/def2-TZVPD", "species": ["Y", "C", "C", "C", "N", "C", "C", "C", "C", "C", "C", "H", "H", "H", "H", "H", "H", "H", "H", "H", "H", "H", "H", "H", "H", "H", "H", "H", "H", "H", "H", "C", "O", "O", "C", "F", "F", "F", "C", "C", "H", "H", "H", "H", "H", "H", "C", "O", "O", "C", "F", "F", "F", "C", "C", "H", "H", "H", "H", "H", "H", "O", "C", "O", "C", "C", "C", "H", "H", "H", "H", "H", "H", "H", "H", "O", "C", "O", "C", "C", "C", "H", "H", "H", "H", "H", "H", "H", "H", "O", "C", "O", "C", "C", "C", "H", "H", "H", "H", "H", "H", "H", "H", "O", "C", "O", "C", "C", "C", "H", "H", "H", "H", "H", "H", "H", "H", "C", "C", "C", "C", "N", "H", "H", "H", "H", "H", "H", "H", "C", "C", "O", "C", "O", "O", "H", "H", "H", "H", "C", "C", "O", "C", "O", "O", "H", "H", "H", "H", "C", "C", "O", "C", "O", "O", "H", "H", "H", "H", "C", "C", "O", "C", "O", "O", "H", "H", "H", "H"], "xyz": [[-3.792, 0.527, 2.034], [-4.906, -6.885, 1.972], [-3.856, -5.771, 1.729], [-2.516, -6.460, 1.589], [-1.261, -5.575, 1.401], [-0.947, -4.997, 2.769], [-0.290, -6.028, 3.676], [0.809, -6.864, 2.984], [0.338, -7.495, 1.676], [-0.113, -6.351, 0.789], [-1.670, -4.407, 0.520], [-4.809, -7.629, 1.183], [-5.865, -6.379, 1.886], [-4.789, -7.328, 2.958], [-3.909, -4.973, 2.469], [-4.121, -5.308, 0.776], [-2.526, -7.266, 0.850], [-2.296, -7.094, 2.450], [-1.802, -4.569, 3.299], [-0.403, -4.066, 2.578], [-0.987, -6.864, 3.832], [-0.094, -5.689, 4.690], [1.329, -7.512, 3.690], [1.610, -6.124, 2.837], [-0.423, -8.246, 1.890], [1.203, -7.980, 1.226], [-0.351, -6.626, -0.239], [0.707, -5.645, 0.640], [-0.706, -4.061, 0.148], [-2.221, -3.673, 1.104], [-2.257, -4.800, -0.305], [-4.572, -0.681, -0.880], [-4.286, 0.667, -0.873], [-4.563, -1.013, 0.459], [-5.856, -1.075, -1.738], [-6.956, -0.361, -1.421], [-5.644, -0.868, -3.064], [-6.195, -2.368, -1.612], [-4.228, 1.365, -2.136], [-3.728, 2.789, -1.825], [-3.497, 3.219, -2.804], [-4.449, 3.487, -1.406], [-2.815, 2.726, -1.235], [-5.243, 1.456, -2.522], [-3.652, 0.875, -2.919], [-3.762, -1.207, -1.407], [-0.699, 1.399, 0.341], [-0.513, 0.074, -0.100], [-1.782, 1.364, 1.193], [0.546, 1.987, 1.006], [0.531, 3.290, 1.195], [0.757, 1.420, 2.226], [1.618, 1.663, 0.275], [0.047, -0.110, -1.419], [0.927, -1.332, -1.414], [0.450, -2.095, -0.804], [1.250, -1.770, -2.354], [1.872, -0.991, -0.978], [0.519, 0.801, -1.791], [-0.769, -0.274, -2.135], [-0.974, 2.027, -0.511], [5.669, 2.367, -2.017], [4.986, 1.466, -1.628], [4.104, 0.771, -2.390], [3.797, 1.159, -3.733], [2.611, 0.307, -4.173], [5.166, 0.882, -0.242], [4.616, 0.882, -4.401], [3.693, 2.245, -3.714], [2.579, 0.213, -5.256], [1.679, 0.595, -3.694], [2.924, -0.688, -3.842], [6.137, 1.088, 0.199], [4.974, -0.187, -0.216], [4.488, 1.488, 0.370], [-3.655, 1.413, 4.284], [-3.281, 1.899, 5.356], [-2.032, 1.935, 5.756], [-1.002, 1.143, 5.140], [0.316, 1.606, 5.738], [-4.188, 2.530, 6.327], [-1.066, 1.233, 4.052], [-1.157, 0.084, 5.371], [0.222, 1.643, 6.820], [0.572, 2.607, 5.391], [1.090, 0.937, 5.363], [-5.102, 2.861, 5.834], [-3.774, 3.484, 6.662], [-4.363, 1.881, 7.182], [-0.439, -2.336, -5.087], [-1.615, -2.110, -5.189], [-2.414, -2.313, -6.251], [-1.978, -2.994, -7.418], [-1.642, -4.462, -7.133], [-2.474, -1.512, -4.090], [-1.200, -2.493, -7.998], [-2.822, -2.981, -8.107], [-0.964, -4.907, -7.860], [-2.597, -4.985, -7.128], [-1.127, -4.612, -6.183], [-2.325, -1.933, -3.097], [-3.522, -1.687, -4.315], [-2.197, -0.457, -4.151], [1.535, 5.541, -3.277], [0.520, 5.483, -2.625], [-0.279, 4.459, -2.467], [-0.137, 3.219, -3.159], [-0.233, 3.401, -4.676], [-0.002, 6.725, -1.917], [-0.850, 2.432, -2.925], [0.883, 2.918, -2.905], [-0.023, 2.454, -5.176], [0.423, 4.178, -5.061], [-1.242, 3.682, -4.986], [-0.861, 7.050, -2.508], [0.722, 7.537, -1.917], [-0.288, 6.639, -0.871], [3.746, 2.858, 3.179], [2.605, 3.356, 4.053], [2.959, 4.646, 4.836], [3.894, 5.593, 4.267], [4.630, 6.362, 3.838], [4.098, 3.512, 2.387], [3.377, 1.952, 2.681], [4.598, 2.456, 3.731], [2.259, 2.602, 4.757], [1.758, 3.614, 3.411], [3.555, 4.299, 5.692], [2.078, 5.143, 5.240], [1.835, -1.297, 3.265], [1.682, -1.476, 1.753], [2.121, -2.844, 1.517], [2.781, -3.264, 2.595], [3.393, -4.278, 2.715], [2.597, -2.438, 3.674], [0.838, -1.342, 3.709], [2.290, -0.335, 3.486], [2.189, -0.666, 1.233], [0.684, -1.629, 1.353], [2.964, -3.966, -4.195], [2.015, -4.891, -4.923], [1.159, -5.405, -3.909], [1.374, -4.720, -2.773], [0.562, -4.644, -1.887], [2.437, -3.920, -2.846], [3.045, -3.024, -4.731], [3.915, -4.489, -4.124], [2.572, -5.737, -5.328], [1.362, -4.471, -5.689], [4.383, 5.491, -1.251], [3.900, 4.606, -0.110], [3.346, 5.548, 0.828], [3.248, 6.755, 0.233], [2.832, 7.729, 0.776], [3.751, 6.721, -1.015], [4.302, 4.865, -2.145], [5.475, 5.562, -1.220], [4.825, 4.267, 0.354], [3.151, 3.882, -0.419], [-0.406, 7.412, 2.411], [-0.284, 5.929, 1.915], [-0.974, 5.213, 2.905], [-1.572, 6.010, 3.781], [-2.183, 5.639, 4.742], [-1.503, 7.274, 3.334], [-0.562, 8.133, 1.615], [0.444, 7.724, 3.016], [0.794, 5.757, 1.885], [-0.611, 5.817, 0.885]], "fmax_ev_per_a": 4.4, "homo_lumo_gap_ha": 0.243, "total_energy_ha": -4471.62124, "homo_energy_ev": -13.7, "charge": 2}